Entry 1:
9
Properties=species:S:1:pos:R:3:forces:R:3 method="wB97M-V/def2-TZVPD" max_force_ev_per_a=2.39 homo_energy_ha=-0.324 homo_lumo_gap_ev=9.227 charge=0 smiles="NC(=S)CCl" energy_ha=-991.72873
N -0.05478 -0.08392 -1.33512 -0.5811 -1.6711 -1.0782
C -0.63762 -0.21839 -0.08359 1.8325 0.9324 -1.2248
S -2.08088 -0.95396 0.03441 -0.2282 -0.0460 0.7252
C 0.21204 0.33902 1.12039 -0.0168 -0.2267 -1.9200
Cl 1.83955 0.90475 0.51067 -0.4589 0.5576 0.5523
H -0.40887 -0.75169 -2.06928 -0.0520 1.2401 1.3940
H 0.87969 0.21539 -1.62201 -0.4362 0.1730 1.2698
H -0.29070 1.05359 1.78020 0.1870 -0.0185 -0.5526
H 0.54157 -0.50479 1.66433 -0.2463 -0.9407 0.8343

=====

Entry 2:
11
Properties=species:S:1:pos:R:3:forces:R:3 method="wB97M-V/def2-TZVPD" max_force_ev_per_a=4.02 homo_energy_ha=-0.199 homo_lumo_gap_ev=8.782 charge=-1 energy_ha=-1162.72976
C 0.16891 -0.88460 0.44916 0.8390 1.5615 -0.1610
C 1.08333 -1.77500 0.74375 -1.3818 -0.3286 0.8196
O -2.29858 1.01852 -0.07952 0.6588 -0.2190 -0.1858
O -1.31250 0.32691 -2.24121 0.8167 -0.6496 0.3996
O -0.21426 2.12618 -0.85348 -1.6314 -1.4342 -0.6395
S -1.43728 1.34390 -1.21607 -1.6471 3.4232 -1.3154
Cl 0.47183 -3.23978 1.58252 0.9358 0.2012 -0.3468
H -0.87673 -0.90009 0.68103 -0.3370 -0.4297 -0.1275
H 0.52786 0.07977 0.06183 -0.2016 -0.4727 -0.0538
H -2.34542 2.27743 -2.03964 1.6436 -0.9245 1.6066
H 2.13212 -1.55614 0.66741 0.3050 -0.7275 0.0040

=====

Entry 3:
13
Properties=species:S:1:pos:R:3:forces:R:3 method="wB97M-V/def2-TZVPD" max_force_ev_per_a=4.05 homo_energy_ha=-0.202 homo_lumo_gap_ev=8.777 charge=-1 energy_ha=-1636.12570
C 0.71319 -0.55984 -0.27414 -1.2825 2.1376 3.1914
C -0.46790 -0.89211 0.69609 1.5066 0.1028 -2.5612
O -4.45338 -1.46212 0.07509 -0.2093 0.8262 0.0434
O -2.12431 -0.48980 -1.16695 0.4970 -0.5723 -0.3019
O -3.63765 0.87135 0.63011 -0.9277 -1.3072 -0.2613
O -4.61917 0.39921 -1.54145 -0.2650 -0.3867 0.1541
S -2.00230 -0.90974 0.23642 2.1269 -0.3574 0.4090
S -4.50657 -0.02686 -0.16934 0.2407 1.5380 -1.1212
Cl -6.31158 0.47146 0.54995 -1.9131 0.3529 0.9277
H 1.69247 -1.01312 -0.24419 -0.2672 -0.9816 0.1892
H 0.06777 -0.71364 -1.07458 0.3272 0.2538 -2.8841
H 0.93398 0.52961 -0.05732 -0.3537 -0.8618 -0.8433
H -0.40112 -1.09040 1.68677 0.5200 -0.7443 3.0581

=====

Entry 4:
9
Properties=species:S:1:pos:R:3:forces:R:3 method="wB97M-V/def2-TZVPD" max_force_ev_per_a=4.95 homo_energy_ha="-0.323 / -0.323" homo_lumo_gap_ev="7.850 / 7.851" charge=0 energy_ha=-955.26736
C -0.27813 -0.28315 -2.06400 -1.6850 -0.2053 0.6438
C -0.30825 0.44071 1.73445 -2.1643 -3.4614 -2.7967
O 1.76800 -0.07458 -0.45863 2.8394 -0.2700 1.0231
P 0.33066 -0.04763 -0.50838 -2.1990 0.5560 -0.3251
Cl 0.85448 -0.48596 2.57584 0.1195 -1.0400 0.3396
H 0.41908 -0.90009 -2.70065 -0.8164 1.0282 0.7111
H -1.36551 -0.12678 -2.35695 1.6732 -0.4430 0.5244
H -1.42945 0.10142 1.78931 2.4760 0.8452 0.1391
H 0.00911 1.37605 1.98900 -0.2434 2.9904 -0.2593

=====

Entry 5:
9
Properties=species:S:1:pos:R:3:forces:R:3 method="wB97M-V/def2-TZVPD" max_force_ev_per_a=6.16 homo_energy_ha=-0.344 homo_lumo_gap_ev=8.874 charge=0 smiles="C/C=P/OCl" energy_ha=-955.27298
C -0.37704 -0.26522 -0.08311 2.4378 3.2800 -4.6025
C 1.12115 -0.16714 0.18960 1.3240 -1.3337 -0.6878
P 2.21781 -1.45329 -0.08884 0.8282 3.1938 0.9460
O 3.88204 -0.69391 0.29298 -1.9887 -0.1362 -0.7322
Cl 4.14040 0.96964 -0.09044 -0.3447 -1.1619 0.2748
H -0.72235 -0.76386 -1.02731 0.7920 0.3457 0.7285
H -0.71172 0.79554 -0.14172 -0.0615 -0.7336 -0.1758
H -0.88122 -0.65901 0.64529 -2.7550 -2.4516 4.4525
H 1.49980 0.83951 0.48750 -0.2321 -1.0025 -0.2034

=====

Entry 6:
9
Properties=species:S:1:pos:R:3:forces:R:3 method="wB97M-V/def2-TZVPD" max_force_ev_per_a=3.66 homo_energy_ha=-0.312 homo_lumo_gap_ev=7.917 charge=0 energy_ha=-955.33520
C -1.11760 0.87733 0.06129 3.5256 0.9963 -0.0426
C 1.42427 -0.74666 -0.21138 -1.5822 -0.9620 0.8831
O -0.99569 -1.93692 0.26492 -0.6083 -0.0868 0.2458
P -0.20609 -0.70080 0.35622 1.2793 -0.7379 -1.3410
Cl 2.46468 0.50116 0.17610 1.1719 2.1334 0.1487
H -0.69299 1.09929 -0.92250 -0.1877 0.2123 -0.1390
H -2.14479 0.79276 -0.06661 -1.7833 -0.5668 0.2957
H -0.79328 1.75684 0.67334 -0.4492 -1.0284 -0.1516
H 2.06148 -1.64301 -0.33138 -1.3662 0.0399 0.1009

=====

Entry 7:
9
Properties=species:S:1:pos:R:3:forces:R:3 method="wB97M-V/def2-TZVPD" max_force_ev_per_a=3.20 homo_energy_ha="-0.432 / -0.440" homo_lumo_gap_ev="6.702 / 6.377" charge=+1 multiplicity=7 energy_ha=-1046.10354
O 0.66677 0.31335 0.28355 2.3780 2.0809 0.5084
Li 2.40572 0.04830 -0.22679 -0.5444 -0.7678 -0.1009
C -0.37449 -0.50833 0.15670 -1.7329 -0.7373 -1.2923
C -0.44586 -1.53540 -0.70908 0.3357 -0.0878 1.2570
H -1.28377 -0.18155 0.68273 0.3901 -0.2254 -0.0389
H 0.45449 -1.93411 -1.18590 -0.3000 0.2605 -0.1898
H -1.34152 -2.15617 -0.73647 0.2717 0.2896 -0.0889
Dy 0.93917 2.68129 0.87645 -1.3141 -0.7803 -0.0519
H -1.02052 3.27263 0.85882 0.5159 -0.0324 -0.0028

=====

Entry 8:
8
Properties=species:S:1:pos:R:3:forces:R:3 method="wB97M-V/def2-TZVPD" max_force_ev_per_a=6.72 homo_energy_ha="-0.897 / -0.844" homo_lumo_gap_ev="9.439 / 4.921" charge=+3 multiplicity=4 energy_ha=-1167.43285
O 1.52580 0.13573 0.32622 -4.1483 -0.2484 0.7705
Er 3.87966 0.07693 0.92609 1.3180 -0.0231 0.0809
C 0.35964 0.13371 0.53773 6.5388 0.2546 -1.5496
C -0.90172 0.23972 0.81412 -2.9886 -0.1408 0.4523
H -1.37237 1.22390 0.76836 -0.3238 0.3081 -0.0210
H -1.45391 -0.65707 1.10194 -0.4038 -0.1986 0.0972
H -0.65316 -0.63068 -2.34164 -0.3943 0.0814 0.2012
H -1.38394 -0.52224 -2.13281 0.4019 -0.0332 -0.0315

=====

Entry 9:
11
Properties=species:S:1:pos:R:3:forces:R:3 method="wB97M-V/def2-TZVPD" max_force_ev_per_a=2.12 homo_energy_ha=-0.359 homo_lumo_gap_ev=10.355 charge=0 smiles="[H]/N=C(/NS)C(F)F" energy_ha=-786.01489
H 2.02577 1.09111 -0.38397 0.3551 0.6596 0.0839
N 1.10315 1.52098 -0.40417 -0.2621 -0.8522 0.0657
C 0.32782 0.55246 -0.14163 -1.8837 0.7266 -0.6602
N -1.07767 0.70549 -0.20652 0.6707 -0.8793 0.3238
S -2.20363 -0.58124 -0.06019 0.7881 0.4756 -0.8927
C 0.80059 -0.85304 0.16213 -0.0234 0.3361 -0.2151
F 2.13633 -0.74111 0.37810 0.1323 -0.7869 0.0653
F 0.58696 -1.64123 -0.93857 0.2827 0.1231 0.4384
H -1.42827 1.56086 -0.59641 0.1584 0.2067 -0.0890
H -2.58671 -0.31148 1.16159 -0.3811 0.1105 0.9684
H 0.31567 -1.30280 1.02964 0.1632 -0.1197 -0.0885

=====

Entry 10:
9
Properties=species:S:1:pos:R:3:forces:R:3 method="wB97M-V/def2-TZVPD" max_force_ev_per_a=4.78 homo_energy_ha=-0.371 homo_lumo_gap_ev=9.932 charge=0 energy_ha=-567.67328
C 0.24000 0.44172 0.06785 0.6703 4.7299 0.1042
C 1.49367 0.10331 -0.08079 -0.3700 0.8120 0.6000
F 2.47763 0.95712 -0.08908 0.9865 0.1777 -0.0123
F 1.94368 -1.11246 -0.11394 0.4599 -1.0109 -0.4109
Si -1.30289 -0.47242 -0.05842 -1.4607 1.0588 0.2577
H 0.34415 2.18173 0.38365 -0.5536 -4.4802 -0.9799
H -2.06160 0.28977 0.97462 -0.3775 -0.4926 -0.2458
H -1.07851 -1.83133 0.26521 0.2842 -1.2377 0.5271
H -2.05612 -0.55744 -1.34911 0.3609 0.4431 0.1599

=====

Entry 11:
11
Properties=species:S:1:pos:R:3:forces:R:3 method="wB97M-V/def2-TZVPD" max_force_ev_per_a=1.63 homo_energy_ha="-0.374 / -0.294" homo_lumo_gap_ev="10.726 / 5.534" charge=0 energy_ha=-767.62468
C 0.44469 -0.06086 -0.24793 0.2741 0.3199 -0.0655
C -0.40091 0.87897 0.48898 -0.6319 -0.2504 0.1409
F -0.54099 2.11989 0.01494 0.1584 0.2243 -0.1160
F -4.85673 -0.70208 -1.38065 0.5513 0.2827 0.1089
F -5.57126 1.18164 0.13799 0.5394 0.2204 -0.0499
F -4.93944 -1.02302 1.09480 0.5790 0.0913 0.1105
Si -4.46858 0.03348 -0.00961 -1.5134 -0.5719 -0.1600
H 1.50473 0.11028 -0.02597 0.0836 -0.0919 -0.0168
H 0.19490 -1.07803 0.03203 0.0025 -0.1523 -0.0142
H 0.32776 0.07613 -1.32354 -0.0680 -0.1049 -0.0758
H -0.97988 0.67969 1.37395 0.0249 0.0329 0.1378

=====

Entry 12:
13
Properties=species:S:1:pos:R:3:forces:R:3 method="wB97M-V/def2-TZVPD" max_force_ev_per_a=9.42 homo_energy_ha=-0.342 homo_lumo_gap_ev=7.398 charge=0 smiles="C#CN([PH2]=N)S(=O)(=O)F" energy_ha=-1177.73395
C 1.78211 1.99799 0.20023 -5.4225 -5.0587 0.9392
C 0.83535 1.13375 0.54735 5.2034 3.4327 -2.4838
N -0.09820 -0.04176 0.65526 2.0371 1.4268 -1.3162
P -1.37077 0.22664 -0.59763 -4.1272 1.2683 1.7445
N -2.74299 0.48589 0.19520 2.3366 -0.6712 -0.0158
S 0.82176 -1.48724 0.33176 8.3074 -1.8227 -4.0612
O 0.92868 -1.80115 -1.16787 -2.3725 0.8358 4.8378
O 2.26075 -1.26842 0.80231 -5.6530 -0.8447 0.1772
F 0.18655 -2.87029 1.06729 0.4475 3.3701 -1.0070
H 2.51082 2.67584 -0.40016 -1.7712 -1.4366 1.7941
H -1.06104 1.42537 -1.34683 0.6874 -1.1300 0.1685
H -1.48527 -0.87474 -1.50779 0.8227 0.4801 0.3293
H -2.56777 0.39811 1.22087 -0.4958 0.1501 -1.1065

=====

Entry 13:
9
Properties=species:S:1:pos:R:3:forces:R:3 method="wB97M-V/def2-TZVPD" max_force_ev_per_a=4.02 homo_energy_ha=-0.358 homo_lumo_gap_ev=10.100 charge=0 energy_ha=-308.32461
C -0.97840 1.56674 0.16726 0.8741 -0.7123 1.0063
C 0.84861 -1.16670 -0.24197 0.9995 3.3899 -1.1015
N 1.44667 -0.03091 -0.41016 1.2977 -0.6683 1.9216
O -1.49233 0.38345 0.07908 -0.1025 -3.6038 1.7128
F -1.98058 2.31758 -0.17256 -0.6242 1.2113 -0.6821
H 0.24377 -1.24272 -1.17530 -0.0928 -1.6895 1.2029
H 0.90585 -1.66107 0.73851 -0.4011 -0.6727 -0.7343
H -1.04725 -0.44323 0.58489 -0.7102 3.4741 -1.8967
H 2.05366 0.27685 0.43024 -1.2406 -0.7287 -1.4290

=====

Entry 14:
10
Properties=species:S:1:pos:R:3:forces:R:3 method="wB97M-V/def2-TZVPD" max_force_ev_per_a=4.22 homo_energy_ha="-0.302 / -0.302" homo_lumo_gap_ev="8.412 / 8.413" charge=0 energy_ha=-706.54938
C -0.29425 1.24061 1.26190 -0.6224 -1.3912 -3.9308
C -0.43344 -0.65380 0.09818 0.6772 2.3710 1.2550
N 0.68023 -0.90479 -0.64028 0.1296 0.4693 -0.6913
O -0.36304 2.31922 0.75574 0.1464 -1.0060 1.3271
F 0.03971 0.99875 2.52224 0.2108 0.2551 0.8807
S 1.02636 0.13544 -2.01665 -1.4589 -0.9177 0.7440
H -1.31472 -0.51006 -0.50796 -0.3715 0.2590 0.3795
H -0.44406 -1.29221 0.94199 -0.6505 -0.5927 0.6914
H 1.42619 -1.31313 -0.11992 0.7718 0.0772 -0.1591
H -0.32299 -0.02002 -2.29524 1.1674 0.4761 -0.4964

=====

Entry 15:
10
Properties=species:S:1:pos:R:3:forces:R:3 method="wB97M-V/def2-TZVPD" max_force_ev_per_a=2.23 homo_energy_ha=-0.331 homo_lumo_gap_ev=9.755 charge=0 smiles="ONC(=S)CF" energy_ha=-706.58166
O 1.25567 1.88185 -0.10683 -1.8941 1.0903 -0.3783
N 0.19211 0.98793 -0.01223 1.6391 1.0449 0.0736
C 0.38284 -0.32560 -0.02161 -1.5552 0.2162 -0.8555
S 1.77130 -1.16499 -0.07791 0.9191 0.0373 0.0908
C -0.95505 -1.03330 -0.03169 0.2708 -0.1230 0.5651
F -1.90213 -0.02135 -0.12636 -1.1728 -0.6249 -0.5926
H 2.04882 1.43242 0.09285 1.5829 -1.4977 0.4644
H -0.64711 1.55966 0.07019 0.1781 -1.0373 -0.1216
H -1.06656 -1.42486 0.96577 -0.1385 -0.5016 0.4038
H -1.07987 -1.89175 -0.75217 0.1707 1.3959 0.3502

=====

Entry 16:
9
Properties=species:S:1:pos:R:3:forces:R:3 method="wB97M-V/def2-TZVPD" max_force_ev_per_a=3.36 homo_energy_ha=-0.306 homo_lumo_gap_ev=8.002 charge=0 energy_ha=-809.18539
C 1.21887 1.17521 0.57179 1.5027 -0.4760 -1.8275
C 0.53871 0.26120 -0.03256 -3.0957 -0.8551 -0.1955
F 2.61061 -1.07336 0.69006 0.7313 -0.2291 -0.2426
Si -1.81155 -0.51010 -0.34601 3.1617 0.7905 0.8115
P 2.31108 0.01836 -0.48709 -2.0140 0.6413 1.8291
H 1.26331 2.13345 1.02284 -0.0457 0.3101 0.7053
H -2.92682 -0.60760 0.66169 0.6247 0.4231 -0.2609
H -1.26432 -1.80940 -0.62912 -0.2605 -0.6959 -0.4085
H -1.93989 0.41224 -1.45160 -0.6046 0.0911 -0.4108

=====

Entry 17:
9
Properties=species:S:1:pos:R:3:forces:R:3 method="wB97M-V/def2-TZVPD" max_force_ev_per_a=3.05 homo_energy_ha="-0.311 / -0.311" homo_lumo_gap_ev="6.899 / 6.885" charge=0 energy_ha=-749.06152
C -1.08990 -0.95296 -0.34454 2.3982 -0.9311 -1.6393
C 1.11811 1.13630 0.51429 -1.6893 -1.1121 -0.2534
O -1.07943 0.14040 0.37941 1.0514 2.5589 0.9291
I 0.95743 3.07449 -0.06356 -0.0435 -0.1777 -0.1488
I 2.33825 -0.26518 -0.28846 -0.2311 0.3038 0.0483
H -0.04245 -1.41668 -0.26903 -0.4855 -0.1319 -0.4451
H -1.28170 -0.85677 -1.43316 -0.0973 0.2473 0.1677
H -1.66910 -1.76452 0.01618 -1.0722 -0.8338 0.8279
H 0.74878 0.90492 1.48887 0.1694 0.0765 0.5136

=====

Entry 18:
10
Properties=species:S:1:pos:R:3:forces:R:3 method="wB97M-V/def2-TZVPD" max_force_ev_per_a=4.78 homo_energy_ha="-0.242 / -0.342" homo_lumo_gap_ev="7.163 / 6.158" charge=0 multiplicity=3 energy_ha=-581.35957
C -2.16073 -1.97188 0.17735 -0.5477 -1.0601 0.0111
C -0.03559 0.23501 0.24833 3.4451 0.8981 -1.4923
N -3.15630 -1.36679 0.34652 -1.9811 -0.9705 1.8906
O -1.42602 -2.82349 0.03460 3.6999 -2.4994 -0.5645
O -0.84192 -0.16665 -0.81787 -0.3464 0.8265 -0.4561
I -3.77398 0.45503 -0.17812 -1.7303 4.3163 -1.1171
H 0.16780 -0.64014 0.73767 1.2062 -2.3271 1.5275
H -0.44549 0.82707 1.00532 -1.2704 1.6477 0.5355
H 1.02142 0.69530 -0.09988 -2.4884 -0.8736 0.7618
H -0.33655 0.06518 -1.57988 0.0133 0.0421 -1.0965

=====

Entry 19:
9
Properties=species:S:1:pos:R:3:forces:R:3 method="wB97M-V/def2-TZVPD" max_force_ev_per_a=4.63 homo_energy_ha=-0.298 homo_lumo_gap_ev=8.024 charge=0 energy_ha=-792.81555
C -0.53931 0.16625 -0.09792 -0.4972 0.8836 4.5168
C -0.28686 -0.47056 -1.36891 4.1318 -0.3224 -1.4724
O -1.41014 0.89749 0.30844 2.1986 -1.8037 -1.6009
P 1.03225 -0.46168 1.80261 0.6113 0.2502 -2.8768
I 1.84641 1.79408 2.26208 -0.1079 -0.0616 -0.0235
H 0.55904 0.25497 -1.83621 -1.7306 -1.7479 0.8935
H 0.12576 -1.57474 -1.45130 -0.9042 2.4762 0.7634
H -1.14642 -0.32377 -1.92467 -1.7696 0.0084 -1.5592
H -0.18073 -0.28204 2.30587 -1.9322 0.3172 1.3590

=====

Entry 20:
9
Properties=species:S:1:pos:R:3:forces:R:3 method="wB97M-V/def2-TZVPD" max_force_ev_per_a=1.01 homo_energy_ha="-0.196 / -0.196" homo_lumo_gap_ev="4.509 / 4.507" charge=0 multiplicity=2 energy_ha=-1319.86733
O -0.27537 -0.60730 0.39425 0.2294 -0.8704 -0.4686
Li 0.24098 -2.36809 -0.19310 -0.0982 0.7789 0.2507
C -1.52155 -0.16732 0.58028 -0.0898 0.8661 0.0526
C -2.01738 0.99603 0.03217 -0.0189 0.4386 0.7142
H -2.13532 -0.73642 1.29400 0.1065 0.1150 -0.2991
H -1.32939 1.66054 -0.50277 -0.2783 -0.3994 0.0132
H -3.44818 1.11423 -1.23294 0.4849 -0.2824 0.1370
Yb 1.97945 0.11939 0.70745 -0.4755 -0.2188 -0.0947
H -2.79580 1.52333 0.59426 0.1399 -0.4276 -0.3054